(1)
C41H41CrN5O7PSSi | the ωB97M-V functional and the def2-TZVPD basis

Geometry as XYZ:
```
98
Properties=species:S:1:pos:R:3:lowdin_spin:R:1
Cr 0.6635 -0.4882 1.6479 1.01
C -2.1915 0.2029 4.0330 0.00
C -0.9961 -0.6166 4.4232 0.00
C -0.8065 -1.0093 5.7374 0.00
C 0.3314 -1.7531 6.0688 0.01
C 1.2138 -2.1277 5.0872 0.00
C 0.9502 -1.7376 3.7538 0.01
N -0.1365 -0.9578 3.4619 -0.01
N 1.6429 -2.0024 2.6508 -0.01
Si 3.0064 -3.0345 2.4754 0.00
C 3.2715 -3.3439 0.6320 0.00
C 4.5677 -2.3350 3.2971 0.00
C 2.6397 -4.7439 3.2617 0.00
H -2.9614 0.1318 4.8000 0.00
H -2.5941 -0.1431 3.0823 0.00
H -1.9137 1.2525 3.9176 0.00
H -1.5271 -0.7352 6.4953 0.00
H 0.5094 -2.0360 7.1000 0.00
H 2.1066 -2.6958 5.3045 0.00
H 3.8334 -2.5275 0.1757 0.00
H 2.3169 -3.4128 0.1109 0.00
H 3.8233 -4.2717 0.4639 0.00
H 4.8631 -1.4079 2.8024 0.00
H 5.4136 -3.0248 3.2547 0.00
H 4.3864 -2.0930 4.3465 0.00
H 1.6107 -5.0489 3.0634 0.00
H 2.7846 -4.7593 4.3430 0.00
H 3.3009 -5.4999 2.8338 0.00
C 0.2937 -0.7033 -5.6729 0.00
C -0.9924 -0.1988 -5.0712 0.00
C -1.9986 0.1474 -5.9757 0.00
C -3.2208 0.6576 -5.5748 0.00
C -3.4641 0.8310 -4.2239 0.00
C -2.4801 0.4901 -3.3127 0.00
C -1.2411 -0.0399 -3.6906 0.00
P -0.1623 -0.3352 -2.1813 0.00
C 1.5071 -0.3638 -2.9557 0.00
C 2.2604 -1.5188 -3.1344 0.00
C 3.5126 -1.4621 -3.7197 0.00
C 4.0344 -0.2431 -4.1162 0.00
C 3.3142 0.9176 -3.8908 0.00
C 2.0527 0.8791 -3.3079 0.00
C 1.2966 2.1529 -3.0439 0.00
C -0.4501 -2.1313 -1.9098 0.00
C -0.6472 -2.9422 -3.0297 0.00
C -0.7235 -4.3192 -2.9404 0.00
C -0.5358 -4.9152 -1.7069 0.00
C -0.3821 -4.1316 -0.5811 0.00
C -0.4013 -2.7231 -0.6084 0.00
C -0.5246 -2.0524 0.7383 -0.01
H 0.1340 -0.9788 -6.7170 0.00
H 0.6874 -1.5628 -5.1420 0.00
H 1.0623 0.0695 -5.6390 0.00
H -1.8105 0.0060 -7.0346 0.00
H -3.9682 0.9239 -6.3125 0.00
H -4.4111 1.2320 -3.8843 0.00
H -2.6598 0.6505 -2.2561 0.00
H 1.8719 -2.4710 -2.7984 0.00
H 4.0914 -2.3693 -3.8429 0.00
H 5.0163 -0.1898 -4.5700 0.00
H 3.7431 1.8779 -4.1556 0.00
H 1.8724 3.0181 -3.3726 0.00
H 1.1007 2.2571 -1.9731 0.00
H 0.3332 2.1627 -3.5599 0.00
H -0.7511 -2.4822 -4.0033 0.00
H -0.9015 -4.9177 -3.8263 0.00
H -0.5550 -5.9953 -1.6115 0.00
H -0.2773 -4.6199 0.3815 0.00
H -0.4657 -2.8650 1.4695 0.00
H -1.5658 -1.7083 0.7727 0.00
O 4.2880 1.2278 2.5383 0.00
C 3.2440 0.7692 2.0962 0.00
O 2.0885 0.7721 2.6326 0.00
C 3.2296 0.0721 0.6784 0.00
O 4.2559 -0.0855 0.0465 0.00
O 2.0364 -0.2914 0.3380 0.00
O -4.3352 8.0724 3.8363 0.00
S -3.3299 8.0667 2.7778 0.00
O -1.9792 7.9407 3.3030 0.00
O -3.4634 9.1995 1.8719 0.00
C -3.7180 6.5815 1.8120 0.00
N -4.9078 6.6358 1.2239 0.00
C -5.2653 5.5415 0.5369 0.00
C -4.4699 4.4266 0.4434 0.00
C -3.2354 4.4559 1.1426 0.00
N -2.8858 5.5799 1.8250 0.00
C -2.3359 3.3360 1.1806 0.00
C -2.6625 2.0692 0.6460 0.00
C -1.7716 1.0343 0.7292 0.00
N -0.5518 1.1124 1.3092 0.00
C -0.2266 2.3344 1.8049 0.00
C -1.0548 3.4275 1.7708 0.00
H -6.2340 5.5791 0.0466 0.00
H -4.7770 3.5774 -0.1472 0.00
H -3.6140 1.8911 0.1646 0.00
H -2.0382 0.0772 0.3090 0.00
H 0.7525 2.4082 2.2587 0.00
H -0.7421 4.3741 2.1859 0.00
```

Properties
multiplicity	2
E_HOMO (alpha / beta)	-3.55 / -3.23	eV
lowest unoccupied orbital energy (alpha / beta)	3.160 / 3.156	eV
charge	-2
maximum force	0.0550	Eh/bohr
gap between HOMO and LUMO (alpha / beta)	6.7128 / 6.3889	eV
energy relative to the best compared isomer or geometry (same formula, charge and spin)	13.0	kcal/mol

(2)
C31H32KN6O3 | the ωB97M-V functional and the def2-TZVPD basis

Geometry as XYZ:
```
73
Properties=species:S:1:pos:R:3:mulliken_charge:R:1
K 0.0122 -0.3516 -0.1902 1.21
O 3.6851 3.6383 -5.5696 -0.50
C 4.2830 2.6732 -4.7137 -0.56
C 3.3367 2.2342 -3.6318 0.81
C 3.7792 1.2511 -2.7212 -1.32
C 2.9075 0.8967 -1.7178 -0.34
N 1.6798 1.3872 -1.5624 -0.08
C 1.2212 2.3145 -2.4447 0.40
C 2.0866 2.7619 -3.4961 -0.92
C -0.1075 2.8119 -2.3199 0.32
C -0.7937 3.4380 -3.3731 -0.27
C -2.1537 3.6234 -3.4053 -0.27
C -2.8571 4.2622 -4.5469 -0.64
O -3.4512 5.5345 -4.2043 -0.58
C -2.9021 3.0242 -2.3294 -0.71
C -2.2524 2.5166 -1.2628 -0.28
N -0.8707 2.6396 -1.1130 0.54
H 4.3317 3.8812 -6.2388 0.29
H 5.1842 3.0876 -4.2427 0.27
H 4.5890 1.7911 -5.2910 0.30
H 4.7599 0.7985 -2.7904 0.39
H 3.2016 0.1498 -0.9829 0.36
H 1.7679 3.5318 -4.1808 0.40
H -0.2239 3.7273 -4.2490 0.07
H -3.6880 3.6499 -4.9122 0.29
H -2.1570 4.4117 -5.3771 0.26
H -2.9317 5.8611 -3.4606 0.37
H -3.9797 2.9335 -2.3943 0.38
H -2.7525 2.0411 -0.4268 0.34
C 1.6222 -4.7619 -1.7430 -1.05
C 2.7420 -5.0644 -0.9418 -0.31
C 3.0970 -4.2147 0.0656 -1.11
C 2.3504 -3.0216 0.3195 0.47
N 1.2401 -2.7586 -0.4551 0.33
C 0.9352 -3.6020 -1.4334 -0.40
C 2.7180 -2.1095 1.3552 0.53
C 3.8791 -2.3072 2.1668 -1.12
C 4.2149 -1.4073 3.1376 -0.37
C 3.4094 -0.2725 3.3438 -1.15
C 2.2954 -0.1506 2.5298 -0.40
N 1.9337 -1.0028 1.5855 0.58
H 1.3053 -5.3906 -2.5630 0.38
H 3.3244 -5.9622 -1.1160 0.40
H 3.9560 -4.4596 0.6726 0.24
H 0.0583 -3.3288 -2.0200 0.40
H 4.5135 -3.1673 2.0117 0.27
H 5.1044 -1.5723 3.7355 0.39
H 3.6380 0.4786 4.0867 0.41
H 1.6443 0.7155 2.6474 0.38
C -4.5549 -1.1269 -1.0963 -1.43
C -3.1824 -1.5641 -0.6431 0.60
O -2.1711 -1.1793 -1.2019 -0.58
N -3.1572 -2.3976 0.4305 -0.01
C -1.9481 -2.7698 1.1309 -0.13
C -1.6980 -1.9648 2.3825 0.76
C -1.5055 -2.5689 3.6151 -0.78
C -1.2122 -1.7720 4.7113 -0.37
C -1.1314 -0.4012 4.5419 -0.69
C -1.3466 0.1149 3.2722 -0.20
N -1.6225 -0.6409 2.2162 0.05
H -4.4762 -0.7405 -2.1079 0.35
H -4.8942 -0.3193 -0.4452 0.28
H -5.2859 -1.9346 -1.0537 0.43
H -4.0362 -2.5883 0.8812 0.21
H -1.0798 -2.6489 0.4759 -0.44
H -1.9734 -3.8348 1.3733 0.37
H -1.5610 -3.6456 3.7095 0.37
H -1.0413 -2.2229 5.6805 0.39
H -0.8917 0.2605 5.3625 0.42
H -1.2720 1.1810 3.0862 0.33
C -0.3579 2.7777 0.1475 -1.09
H -1.0712 2.7992 0.9559 0.33
H 0.7052 2.6752 0.2747 0.40
```

Properties
multiplicity	1
E_HOMO (alpha / beta)	-1.80 / -1.61	eV
lowest unoccupied orbital energy (alpha / beta)	1.945 / 1.950	eV
charge	-1
maximum force	0.0134	Eh/bohr
gap between HOMO and LUMO (alpha / beta)	3.7406 / 3.5566	eV
energy relative to the best compared isomer or geometry (same formula, charge and spin)	13.2	kcal/mol

(3)
C2H8NO | the ωB97M-V functional and the def2-TZVPD basis

Geometry as XYZ:
```
12
Properties=species:S:1:pos:R:3:mulliken_charge:R:1
O 0.0134 -0.1566 -2.3205 -1.12
H 0.8253 -0.2255 -2.8201 0.14
C 0.6825 -0.8776 1.0880 -0.95
N 0.1801 0.2087 0.3230 -0.15
C -0.8826 0.8876 0.9450 -0.95
H 1.1164 -1.6315 0.4183 0.30
H 1.5100 -0.6953 1.8282 0.20
H -0.0613 -1.3973 1.7037 0.27
H 0.3741 0.1722 -0.7377 0.44
H -1.6728 0.2850 1.4324 0.28
H -1.3976 1.5390 0.2316 0.32
H -0.5501 1.5206 1.8098 0.22
```

Properties
multiplicity	1
E_HOMO	-2.82	eV
lowest unoccupied orbital energy	4.431	eV
charge	-1
maximum force	0.0273	Eh/bohr
gap between HOMO and LUMO	7.2499	eV
energy relative to the best compared isomer or geometry (same formula, charge and spin)	18.3	kcal/mol

(4)
C4H7NO2 | the ωB97M-V functional and the def2-TZVPD basis

Geometry as XYZ:
```
14
Properties=species:S:1:pos:R:3:mulliken_charge:R:1
C 0.5223 -0.4678 -1.9376 -0.81
C 0.5566 -0.6254 -0.6167 0.56
N -0.2427 -1.5176 0.1279 -0.31
O -1.1012 -0.7861 1.0315 -0.31
C -0.8721 0.6048 0.8919 -0.51
C 0.5978 0.8851 1.1310 -0.35
O 1.3631 0.1349 0.1751 -0.39
H -0.1851 -1.0107 -2.5541 0.24
H 1.1839 0.2588 -2.3914 0.28
H -0.8743 -2.0367 -0.4754 0.29
H -1.1451 0.9366 -0.1151 0.37
H -1.5262 1.1062 1.6037 0.38
H 0.8847 0.5734 2.1398 0.27
H 0.8384 1.9446 0.9892 0.30
```

Properties
multiplicity	1
E_HOMO	-8.56	eV
lowest unoccupied orbital energy	0.981	eV
SMILES	C=C1NOCCO1
maximum force	0.0060	Eh/bohr
gap between HOMO and LUMO	9.5370	eV
energy relative to the best compared isomer or geometry (same formula, charge and spin)	88.6	kcal/mol

(5)
C3H7NO2S | the ωB97M-V functional and the def2-TZVPD basis

Geometry as XYZ:
```
14
Properties=species:S:1:pos:R:3:mulliken_charge:R:1
C -0.8776 1.9496 -0.8192 -0.96
C 1.7274 -1.0219 0.2353 -0.76
C -0.0647 0.7359 -0.8243 0.09
N -1.0296 -1.8302 1.5331 0.19
O -0.9209 -0.6061 1.5055 -0.41
O -2.0423 -2.4694 1.3998 -0.49
S 0.9662 0.5582 0.4720 0.13
H -1.9414 1.6642 -0.9610 0.29
H -0.8096 2.4182 0.2566 0.27
H -0.6416 2.5872 -1.6224 0.35
H 2.6045 -0.9528 0.8074 0.34
H 2.0870 -1.4196 -0.8204 0.30
H 0.8656 -1.7171 0.5505 0.31
H 0.0771 0.1038 -1.7129 0.34
```

Properties
multiplicity	1
E_HOMO (alpha / beta)	-7.40 / -7.03	eV
lowest unoccupied orbital energy (alpha / beta)	-1.247 / -1.529	eV
maximum force	0.0711	Eh/bohr
gap between HOMO and LUMO (alpha / beta)	6.1551 / 5.5034	eV
energy relative to the best compared isomer or geometry (same formula, charge and spin)	156.2	kcal/mol

(6)
C7H20O3 | the ωB97M-V functional and the def2-TZVPD basis

Geometry as XYZ:
```
30
Properties=species:S:1:pos:R:3:mulliken_charge:R:1
C 0.1593 -2.5697 -1.5818 -1.29
C 0.7990 -1.5525 -1.0274 0.78
C 2.3053 -1.5787 -0.8899 -1.07
C 0.0889 -0.4559 -0.2703 -0.13
C -0.4589 0.6814 -1.2091 -0.70
C -1.9872 0.8753 -1.1153 -0.37
C -2.7705 -0.4432 -1.2305 -1.20
H 0.6831 -3.4258 -2.0086 0.28
H -0.8916 -2.7879 -1.7037 0.28
H 2.7639 -2.4684 -1.3023 0.43
H 2.4383 -1.5297 0.1926 0.09
H 2.6473 -0.6331 -1.3228 0.31
H -0.7565 -0.8990 0.2129 0.47
H 0.7466 0.0876 0.3885 -0.10
H -0.1041 0.5035 -2.2210 0.44
H -0.0547 1.6226 -0.8410 0.24
H -2.3739 1.4391 -1.9682 0.33
H -2.1806 1.4392 -0.2147 0.30
H -3.8236 -0.3066 -1.4804 0.42
H -2.2902 -0.9955 -2.0395 0.18
H -2.7998 -1.0541 -0.3293 0.35
O 0.1783 1.1356 2.5555 -0.59
H 0.2175 1.2828 3.5042 0.26
H 0.8627 0.4993 2.3112 0.39
O -1.1036 3.5271 1.2635 -0.63
H -1.6226 3.7617 0.4851 0.30
H -0.3002 3.1515 0.8920 0.33
O 2.4274 -0.6010 2.1699 -0.65
H 2.4413 -1.3082 2.8129 0.27
H 3.2888 -0.3645 1.8294 0.29
```

Properties
multiplicity	1
E_HOMO	-8.97	eV
lowest unoccupied orbital energy	0.342	eV
SMILES	C=C(C)CCCC.O.O.O
maximum force	0.0406	Eh/bohr
gap between HOMO and LUMO	9.3154	eV
energy relative to the best compared isomer or geometry (same formula, charge and spin)	19.3	kcal/mol